(1)
The following is a quantum chemistry calculation of a 6-piece molecular cluster, C5H22NO6S overall in a non-equilibrium geometry, from the Open Molecules 2025 dataset.

E_tot: -1107.8923 Eh
Expectation value of S²: 0.753
HOMO energy (spin up / spin down): -9.73 / -9.72 eV

```
! RIJCOSX wB97M-V def2-TZVPD def2/J DEFGRID3
* xyz 0 2
C -0.6526 2.0363 -1.9621
C -0.0242 3.3035 -1.3033
O 0.6455 3.1211 -0.0313
C 0.4782 0.9184 -2.1401
N 0.5172 0.0326 -1.0230
C -0.6259 -0.7283 -0.6869
C -0.2739 -2.1563 -0.2657
S -1.9250 -3.0847 0.0060
H -1.3129 1.7237 -1.1556
H -1.1122 2.4466 -2.9149
H 0.6797 3.7457 -2.0669
H -0.7947 4.0937 -0.9208
H 0.8605 2.1652 -0.0590
H 0.3475 0.4273 -3.1175
H 1.4649 1.4706 -2.1504
H 1.5224 -0.4603 -1.0558
H -1.3607 -0.6838 -1.6101
H -1.1685 0.0244 0.0282
H 0.3076 -2.7918 -0.9411
H 0.2040 -2.3863 0.6970
H -3.6310 -2.5265 -2.1445
H -2.5734 -1.4298 -2.2736
O -3.1260 -2.1229 -2.7527
H -0.1635 -1.5892 4.0470
H -0.7124 -0.0794 4.2060
O 0.0159 -0.6576 4.5192
H -0.7543 -0.2031 2.1202
H -1.9603 -1.0180 2.2171
O -1.6120 -0.2445 2.7658
H 3.5323 -1.4249 1.2692
H 2.7050 -0.9042 0.2981
O 3.4991 -1.4629 0.2622
H 2.0685 -0.3164 3.1969
H 2.1556 0.6237 2.1996
O 2.7791 0.1382 2.7427
*
```

---

(2)
The following is a quantum chemistry calculation of a 7-piece molecular cluster, C5H22NO8 overall in a non-equilibrium geometry, from the Open Molecules 2025 dataset.

E_tot: -860.2617 Eh
HOMO energy: -0.46 eV

```
! RIJCOSX wB97M-V def2-TZVPD def2/J DEFGRID3
* xyz -1 1
N 5.2851 -0.2793 0.2915
C 4.2961 -0.5059 -0.8191
C 3.2704 0.7200 -0.9371
C 2.0382 0.6042 0.1261
C 0.8327 -0.2831 -0.4386
C -0.4408 0.0113 0.5022
O -0.4354 0.8183 1.4607
O -1.6925 -0.6349 0.2313
H 5.2564 0.6766 0.6705
H 5.2435 -0.9998 1.0232
H 3.6323 -1.4093 -0.5274
H 2.8353 0.8791 -1.9802
H 3.8087 1.7082 -0.6637
H 2.4055 0.2259 1.1493
H 1.6364 1.6821 0.2336
H 1.1416 -1.3951 -0.3999
H 0.6017 -0.0830 -1.5496
H -1.6093 -1.6139 0.3151
O -1.3829 -2.3109 2.5601
H -2.0431 -2.3302 3.2625
H -1.3620 -1.3827 2.2860
O 3.7341 -3.8286 -0.0061
H 3.8062 -4.3904 0.7750
H 4.0573 -4.3842 -0.7253
O 1.7802 -0.7494 -3.6675
H 1.2793 -1.1461 -4.3901
H 2.5988 -1.2660 -3.6353
O -4.7313 -0.0348 0.7292
H -3.9717 -0.6274 0.6545
H -4.3457 0.8473 0.6540
O -6.1127 2.4814 -0.4734
H -7.0255 2.7704 -0.5939
H -6.1961 1.5932 -0.0983
O -6.3017 5.0931 1.5609
H -5.4058 5.3048 1.2734
H -6.4834 4.2391 1.1466
*
```